The following is a quantum chemistry calculation of a cluster of 5 separate species, C4H20N2O4 in total at a distorted geometry, from OMol25.

Summary:
* frontier orbital gap: 0.36133 Eh
* multiplicity: 1
* strongest force on any atom: 1.6 eV/A
* E_tot: -574.84262 hartree
* SMILES string: CNC[C@@H](C)N.O.O.O.O

Atoms and positions in Å:
H1 1.827 0.264 0.630
H2 -0.854 -1.644 2.090
O1 -3.481 1.134 0.979
N1 0.095 -0.921 -2.060
O2 3.459 0.027 2.476
O3 -1.678 2.566 -0.727
C1 1.041 -0.271 0.081
H3 3.485 -0.921 2.636
H4 2.890 1.085 -1.625
H5 0.340 1.074 -1.472
H6 -4.356 0.731 1.041
H7 2.828 -0.651 -2.068
H8 -3.063 -1.462 -1.255
H9 -1.730 2.320 0.198
H10 0.355 -0.898 -3.040
H11 -0.358 0.945 0.828
N2 -0.201 -0.046 0.832
H12 0.478 -1.801 -1.722
H13 -0.889 -0.016 2.800
C2 2.261 0.279 -2.011
H14 -2.944 0.337 1.114
H15 1.249 -1.342 0.161
H16 2.952 0.147 1.667
H17 -1.854 -0.953 -0.452
O4 -2.608 -1.568 -0.416
H18 2.156 0.619 -3.053
C3 0.896 0.142 -1.369
C4 -0.349 -0.679 2.115
H19 0.583 -0.794 2.693
H20 -2.532 2.298 -1.072

Atom charges from the Mulliken analysis, given in e for atoms 1 to 2:
1. H 0.015
2. H 0.298